P) C4H12N2O | the ωB97M-V functional and the def2-TZVPD basis

Properties
- Structure (SMILES): [NH3+]CC[C@@H]([NH3+])C=O
- Charge: +2

Atoms and positions in Å:
O -0.56750 0.59614 -2.20697
C -0.10702 1.19599 -1.28401
C -0.53901 0.75637 0.14578
C 0.41175 -0.23858 0.78821
C 0.48920 -1.56324 0.00016
N 0.92513 -2.68703 0.90401
N -0.64755 2.01624 0.98889
H 0.60458 2.01100 -1.45470
H -1.50793 0.40304 -0.05570
H 0.09325 -0.46478 1.80566
H 1.38571 0.18609 0.75575
H 1.20112 -1.49165 -0.80762
H -0.40347 -1.92228 -0.47326
H 0.34111 -2.75507 1.73985
H 1.89307 -2.63023 1.23842
H 0.82198 -3.60989 0.47456
H -0.50915 1.87920 1.99784
H -1.53640 2.49815 0.82446
H 0.10160 2.68796 0.78295

Here is what Mulliken gives for the atomic charges, in e: -0.33, -0.18, -0.07, -0.81, -0.80, -0.30, -0.28, 0.37, 0.33, 0.52, 0.45, 0.39, 0.45, 0.36, 0.36, 0.38, 0.36, 0.38, 0.40

---

Q) C4H12N2O | the ωB97M-V functional and the def2-TZVPD basis

Properties
- Structure (SMILES): [NH3+]CC[C@@H]([NH3+])C=O
- Charge: +2

Atoms and positions in Å:
O -0.55232 0.48147 -2.15840
C -0.12606 1.13512 -1.26195
C -0.51199 0.76948 0.18063
C 0.37898 -0.25783 0.87353
C 0.42688 -1.54923 0.05755
N 0.87586 -2.71439 0.87883
N -0.56728 2.05230 1.00064
H 0.61196 1.96212 -1.38815
H -1.55151 0.42398 0.15054
H -0.07450 -0.46207 1.84625
H 1.39242 0.14111 1.05591
H 1.11363 -1.51090 -0.77935
H -0.53723 -1.80614 -0.36146
H 0.26418 -2.97617 1.65754
H 1.80458 -2.57069 1.28288
H 0.95469 -3.55998 0.29828
H -0.71172 1.86124 1.99651
H -1.33504 2.65053 0.68666
H 0.30442 2.60099 0.95703

Here is what Mulliken gives for the atomic charges, in e: -0.33, -0.18, -0.02, -0.69, -0.85, -0.28, -0.30, 0.33, 0.32, 0.48, 0.45, 0.38, 0.45, 0.36, 0.36, 0.38, 0.36, 0.38, 0.39

---

It is Q) that is the most stable of them.

---

P) C5H10OS | the ωB97M-V functional and the def2-TZVPD basis

Atoms and positions in Å:
C 1.36159 -0.75487 -0.43583
C 1.47924 -1.24602 -1.83616
C 0.47695 -0.12021 -1.47887
C -1.01996 0.63736 2.26619
C -0.88252 -0.32690 -1.14673
O -1.38039 3.17765 1.47271
S -2.06480 1.85232 1.33056
H 0.84700 -1.36020 0.32764
H 2.10452 -0.15756 0.08372
H 2.30248 -0.96041 -2.43886
H 0.91972 -2.16018 -2.06182
H 0.75914 0.86550 -1.78184
H -0.26589 0.22023 1.48840
H -1.33648 -0.28726 2.80099
H -0.54077 1.09446 3.12232
H -1.18156 -1.03951 -0.38409
H -1.57828 0.56558 -1.32831

Here is what Mulliken gives for the atomic charges, in e: -0.72, -0.63, 0.51, -0.58, -1.38, -0.44, 0.33, 0.29, 0.25, 0.28, 0.26, 0.37, -0.06, 0.35, 0.39, 0.52, 0.25

---

Q) C5H10OS | the ωB97M-V functional and the def2-TZVPD basis

Properties
- Structure (SMILES): C=CO[C@@H](C)SC

Atoms and positions in Å:
C 1.10905 0.57465 -1.59988
C -1.29080 -0.02059 -0.10169
C -1.22348 1.56032 0.38031
C 0.16125 -1.06599 1.08154
C 0.98718 -2.17534 1.26077
H 1.83385 -0.07101 -1.06026
H 1.09048 1.55889 -1.15183
H 1.62059 0.68478 -2.66632
H -2.27089 -0.06964 -0.65865
H -1.36424 1.59595 1.45031
H -0.13687 1.93076 0.09990
H -2.15828 2.00569 -0.10148
H 0.74274 -0.03638 0.95630
H 1.86629 -1.97501 1.69559
H 0.74935 -3.27439 1.15828
O -1.22135 -0.90482 1.00064
S -0.49486 -0.31789 -1.74353

Here is what Mulliken gives for the atomic charges, in e: -0.82, 0.02, -0.91, 0.23, -0.85, 0.26, 0.32, 0.29, 0.30, 0.31, 0.21, 0.29, 0.19, 0.31, 0.25, -0.38, -0.02

---

R) C5H10OS | the ωB97M-V functional and the def2-TZVPD basis

Properties
- Structure (SMILES): COC[C@@H]1S[C@H]1C

Atoms and positions in Å:
C 3.16738 -0.29010 -0.50008
C 1.06323 -0.38797 0.67825
C -0.18880 -0.27579 -0.18888
C -1.50998 -0.45741 0.44008
C -2.60995 -1.12779 -0.36291
H 2.89781 -1.23595 -1.02591
H 3.46371 0.50614 -1.26714
H 4.02047 -0.57722 0.18096
H 1.30271 -1.54083 0.91260
H 0.79992 -0.04197 1.69815
H -0.02804 -0.66300 -1.20228
H -1.49424 -0.65334 1.50306
H -3.50117 -0.42912 -0.36223
H -2.99244 -2.05238 0.18709
H -2.32451 -1.26916 -1.40348
O 2.19753 0.30806 0.22249
S -1.20348 1.29542 -0.08747

Here is what Mulliken gives for the atomic charges, in e: -0.67, -0.62, -0.07, -0.07, -1.13, 0.33, 0.23, 0.24, 0.28, 0.31, 0.31, 0.43, 0.28, 0.29, 0.34, -0.31, -0.16

---

It is R) that is the most stable of them.

---

P) C9H15NO | the ωB97M-V functional and the def2-TZVPD basis

Properties
- Structure (SMILES): CC(C)(C)/C=N/C=C\C=C\O

Atoms and positions in Å:
C 1.67555 -2.70315 0.73034
C 1.88869 -1.79983 1.88344
C 1.08544 -2.39726 -0.43639
C 2.49153 -0.59328 1.80959
C -0.24737 -0.51072 -0.07139
C -2.23511 0.67299 -0.04558
C -0.71754 0.72592 -2.14290
C -0.05124 1.86660 0.20023
C -0.81458 0.74154 -0.56855
N 0.48476 -1.24729 -0.82734
O 2.60317 0.40569 2.77545
H 2.06273 -3.72587 0.79378
H 1.65562 -2.17478 2.86233
H 1.05747 -3.26597 -1.21394
H 2.72620 -0.04370 0.90386
H -0.44559 -0.85361 0.97911
H -2.30122 0.21847 0.92809
H -2.89690 0.09953 -0.63518
H -2.69504 1.67495 0.10595
H 0.26256 0.42256 -2.43588
H -1.39080 -0.09019 -2.40227
H -0.96211 1.59148 -2.72906
H 1.05142 2.20110 0.06821
H -0.10488 1.62407 1.17699
H -0.57667 2.73490 -0.03385
H 2.22135 0.09908 3.62664

Here is what Mulliken gives for the atomic charges, in e: -0.21, -0.65, -0.36, 0.19, -0.65, -1.72, -1.57, -1.82, 2.12, -0.30, -0.49, 0.32, 0.34, 0.21, 0.36, 0.37, 0.42, 0.43, 0.36, 0.35, 0.36, 0.38, 0.24, 0.52, 0.49, 0.31

---

Q) C9H15NO | the ωB97M-V functional and the def2-TZVPD basis

Properties
- Structure (SMILES): Oc1ccccc1.CCNC

Atoms and positions in Å:
N -0.22999 -2.72888 4.75857
C -1.57373 -3.29413 4.66908
C 2.18580 -3.14857 4.80259
C 0.80207 -3.75289 4.61963
H -0.11823 -2.27749 5.67537
H -1.72482 -3.67494 3.64499
H -2.31618 -2.50177 4.86288
H -1.74614 -4.11938 5.38031
H 2.28572 -2.71636 5.81245
H 2.35079 -2.34975 4.06011
H 2.96498 -3.91801 4.67054
H 0.65855 -4.58245 5.33842
H 0.70965 -4.17195 3.59919
O 0.35758 -0.55658 3.29170
C 0.67457 -1.31134 -0.79186
C 0.93373 -0.04424 -0.26673
C 0.30236 -2.34527 0.06562
C 0.82329 0.19211 1.10133
C 0.18938 -2.11716 1.43723
C 0.45026 -0.84737 1.95396
H 0.08732 -1.37742 3.77059
H 0.76302 -1.49265 -1.87116
H 1.22769 0.77785 -0.93260
H 0.09539 -3.34718 -0.33307
H 1.02391 1.18332 1.52893
H -0.10394 -2.93272 2.11134

Here is what Mulliken gives for the atomic charges, in e: -0.42, -0.93, -1.10, -0.45, 0.27, 0.29, 0.32, 0.34, 0.31, 0.23, 0.37, 0.40, 0.31, -0.60, -0.51, -0.37, -0.59, -0.51, 0.11, 0.53, 0.49, 0.34, 0.33, 0.34, 0.37, 0.12

---

It is Q) that is the most stable of them.

---

P) CH5INP | the ωB97M-V functional and the def2-TZVPD basis

Atoms and positions in Å:
C -0.17585 -0.77629 0.70789
N -0.96079 1.07007 0.71586
P -0.47345 1.98927 -0.68169
I -2.96837 0.90567 0.78822
H 0.49603 -0.56814 1.63702
H -0.97892 -1.52632 0.81496
H 0.43991 -1.12803 -0.06609
H 0.95710 2.13788 -0.46816
H -0.60827 1.08020 -1.77982

Here is what Mulliken gives for the atomic charges, in e: -0.57, -0.52, 0.00, 0.15, 0.22, 0.28, 0.32, 0.07, 0.06

---

Q) CH5INP | the ωB97M-V functional and the def2-TZVPD basis

Properties
- Structure (SMILES): CNPI

Atoms and positions in Å:
C 1.08693 0.47561 -0.48366
N 0.24502 -0.26876 0.37323
P -1.04875 -1.18613 -0.15725
I -3.03821 0.21546 0.03002
H 0.81638 1.51486 -0.71513
H 2.07746 0.64135 0.01552
H 1.38100 -0.11369 -1.43786
H -0.12563 0.16343 1.18739
H -1.39421 -1.44212 1.18775

Here is what Mulliken gives for the atomic charges, in e: -0.71, -0.31, -0.05, -0.13, 0.28, 0.26, 0.28, 0.29, 0.09

---

It is Q) that is the most stable of them.